Density functional theory data (ωB97M-V/def2-TZVPD) for a cluster of 2 separate species, C4H10N2 in total in a non-equilibrium geometry.

Last column: Mulliken charge in e.
Cartesian coordinates (Å):
H  -1.51  1.03  -2.27  0.26
H  2.11  0.72  0.88  0.25
H  -1.63  -1.14  -1.55  0.31
H  -2.05  0.92  0.00  0.05
C  1.57  -0.16  1.07  -0.95
N  -0.50  0.70  -2.50  -0.71
C  0.15  0.26  1.25  -0.58
C  -0.82  -1.00  -0.86  -0.54
H  -0.28  -0.20  2.09  0.33
H  -0.24  -1.90  -0.93  0.26
H  1.54  -0.76  0.18  0.31
H  0.16  1.26  1.48  0.36
H  -0.02  1.57  -2.60  0.26
C  -0.65  0.11  0.00  0.12
H  2.08  -0.59  2.04  0.27
N  -0.01  0.09  -1.33  -0.01

Computed properties:
2S+1 ... 1
Total energy ... -7285.3793 eV
Orbital gap ... 10.09 eV
HOMO energy ... -9.14 eV
Total charge ... 0